No. 1
DFT (ωB97M-V/def2-TZVPD) results for a single C18H18BrN3O3S molecule in a non-equilibrium geometry.

Geometry as XYZ:
```
44
Properties=species:S:1:pos:R:3:forces:R:3
C -6.034525 0.071100 -0.933911 0.0 0.0 0.0
C -4.791744 0.812309 -0.604058 -0.1 0.4 -0.1
C -4.650128 2.137439 -0.698098 -0.5 -0.7 -0.1
C -3.440903 2.841336 -0.358226 0.9 0.5 0.2
N -2.384045 2.222897 -0.003013 -0.5 -0.4 -0.1
N -1.285603 2.921807 0.324762 -0.1 1.2 -0.1
C -0.139708 2.322250 0.758119 0.0 -0.3 0.0
O 0.826948 2.972092 1.075408 0.0 0.0 0.1
C -0.232292 0.804092 0.763727 -0.3 0.0 0.0
N 0.897956 0.205331 1.422370 -0.5 -0.6 0.7
C 2.197395 0.474158 0.970702 1.1 0.2 -0.2
C 2.478648 0.780693 -0.359003 -0.2 -0.1 0.3
C 3.779565 1.012113 -0.763212 0.1 0.0 0.0
C 4.803341 0.923178 0.162180 0.1 0.0 -0.1
Br 6.594324 1.220001 -0.401086 -0.1 0.0 0.0
C 4.544976 0.620079 1.488175 0.1 0.0 -0.1
C 3.242047 0.403760 1.890265 -0.1 0.1 -0.1
S 0.626503 -1.374195 1.952877 -0.1 0.0 -0.3
O -0.750740 -1.453554 2.337531 -0.1 0.1 -0.3
O 1.630446 -1.731755 2.903123 0.2 0.0 -0.2
C 0.892992 -2.279077 0.432029 -0.1 0.3 0.6
C 2.186176 -2.612398 0.077679 0.2 -0.1 0.0
C 2.416224 -3.198669 -1.155952 0.0 0.0 0.0
C 1.354978 -3.437090 -2.015940 0.0 0.0 0.0
C 0.061893 -3.099219 -1.647619 0.0 0.0 0.0
C -0.172660 -2.509259 -0.415855 -0.2 0.0 0.0
H -6.387095 -0.470689 -0.056329 -0.1 -0.1 0.0
H -6.819129 0.741782 -1.275308 -0.1 0.0 0.0
H -5.835702 -0.667964 -1.709942 -0.1 -0.1 -0.1
H -3.953165 0.225753 -0.255697 0.2 0.0 0.1
H -5.474423 2.752752 -1.032559 -0.1 0.0 0.0
H -3.467031 3.936365 -0.412168 0.1 -0.1 0.0
H -1.299820 3.945750 0.303092 0.1 -0.4 0.0
H -0.369008 0.460971 -0.273009 0.0 0.0 0.1
H -1.116825 0.505208 1.330049 0.0 0.1 -0.3
H 1.686897 0.848763 -1.088472 -0.1 0.0 -0.1
H 3.995240 1.255055 -1.792581 0.0 0.0 -0.1
H 5.352834 0.565009 2.201626 0.0 0.0 0.0
H 3.019382 0.166222 2.916542 0.0 0.1 0.1
H 2.985462 -2.420698 0.775538 0.2 0.0 0.0
H 3.420386 -3.467100 -1.445966 0.1 0.0 0.0
H 1.536584 -3.892624 -2.977851 0.0 0.0 -0.1
H -0.760981 -3.293104 -2.318881 -0.1 0.0 0.0
H -1.165689 -2.240858 -0.091040 -0.2 0.0 0.0
```
Forces are in eV/Å.

HOMO level	-0.3126	Eh
E_LUMO	0.16	eV
calculated total energy	-110447.09161	eV
gap between HOMO and LUMO	0.3184	Eh
F_max	1.20	eV Å⁻¹
SMILES	C/C=C/C=N/NC(=O)CN(c1ccc(Br)cc1)S(=O)(=O)c1ccccc1

Atom charges from the Löwdin analysis, given in e for atoms 1 to 5:
1 C -0.098
2 C -0.148
3 C -0.108
4 C -0.149
5 N 0.042



No. 2
DFT (ωB97M-V/def2-TZVPD) results for a single C18H18BrNO5S2 molecule.

Geometry as XYZ:
```
45
Properties=species:S:1:pos:R:3:forces:R:3
C -1.002942 -5.118733 0.447683 -0.1 -0.2 0.0
O -0.202910 -3.960326 0.512528 0.1 0.4 0.0
C -0.805081 -2.768132 0.711086 0.3 0.2 0.1
C -2.170980 -2.565855 0.889969 0.1 -0.2 -0.1
C -2.679112 -1.289977 1.044802 0.1 0.2 -0.1
C -1.845634 -0.178424 1.028502 0.4 -0.4 -0.2
C -2.404706 1.169481 1.197816 -0.3 0.5 0.4
S -3.484847 1.413646 2.426245 -0.3 -0.1 0.3
N -1.980087 2.158671 0.393756 0.1 -0.3 0.1
C -2.492063 3.506536 0.531226 -0.3 0.5 0.0
C -3.500773 3.782799 -0.588429 0.1 0.0 0.4
O -2.910853 3.590252 -1.854890 0.0 0.1 -0.2
C -2.415470 2.280346 -1.989522 0.3 -0.2 0.1
C -1.371940 1.959296 -0.907566 -0.1 0.0 -0.7
C -0.470978 -0.374704 0.898422 -0.2 -0.3 0.2
C 0.038991 -1.644729 0.741401 -0.9 -0.1 0.0
O 1.395502 -1.816037 0.537138 0.5 0.0 -0.4
S 1.913333 -1.458793 -0.960639 0.3 0.3 -0.2
O 0.982069 -0.543059 -1.551444 0.2 0.1 0.2
O 2.236470 -2.653197 -1.666609 0.1 -0.1 0.4
C 3.410314 -0.613664 -0.498352 -0.5 -0.3 -0.1
C 3.390786 0.757707 -0.343845 -0.1 0.1 0.0
C 4.540856 1.410947 0.065144 0.1 -0.1 0.0
C 5.682893 0.662921 0.312914 0.1 0.0 0.0
Br 7.259820 1.549344 0.874371 -0.1 -0.1 0.0
C 5.701815 -0.715796 0.156990 0.0 0.1 0.0
C 4.546449 -1.358481 -0.253566 0.1 -0.1 0.0
H -1.528237 -5.295630 1.391524 0.0 0.0 0.0
H -1.727169 -5.060087 -0.370280 0.0 0.0 0.0
H -0.311861 -5.938100 0.258880 -0.1 0.0 0.0
H -2.850923 -3.402355 0.890001 0.0 -0.1 0.0
H -3.741540 -1.146937 1.171877 0.0 0.0 0.0
H -2.967365 3.610609 1.507120 0.1 0.0 -0.2
H -1.652598 4.203604 0.447454 0.0 0.0 0.0
H -3.836732 4.819858 -0.559607 0.0 -0.1 0.1
H -4.366073 3.114565 -0.466326 0.0 0.1 0.0
H -1.964124 2.219150 -2.980339 0.0 -0.1 0.0
H -3.239967 1.553781 -1.918323 0.1 0.0 0.0
H -1.005748 0.942401 -1.038771 0.0 0.1 0.0
H -0.534262 2.657981 -1.005035 0.0 -0.1 0.0
H 0.212711 0.459272 0.928671 0.1 0.1 -0.1
H 2.481731 1.295552 -0.560428 -0.1 0.2 0.0
H 4.555673 2.482578 0.190896 0.0 0.0 0.0
H 6.604987 -1.272295 0.354234 0.0 0.0 0.0
H 4.510582 -2.425989 -0.396657 0.1 -0.2 0.0
```
Forces are in eV/Å.

HOMO level	-0.2929	Eh
E_LUMO	0.13	eV
calculated total energy	-122397.38821	eV
gap between HOMO and LUMO	0.2977	Eh
F_max	0.94	eV Å⁻¹
SMILES	COc1ccc(C(=S)N2CCOCC2)cc1OS(=O)(=O)c1ccc(Br)cc1

Atom charges from the Löwdin analysis, given in e for atoms 1 to 5:
1 C -0.068
2 O -0.055
3 C -0.199
4 C 0.011
5 C -0.034



No. 3
DFT (ωB97M-V/def2-TZVPD) results for a molecular structure, C18H18CaClO5 in a non-equilibrium geometry.

Geometry as XYZ:
```
43
Properties=species:S:1:pos:R:3:forces:R:3
C -2.404994 2.907089 -2.688299 2.3 1.5 -0.4
C -1.562672 3.439788 -1.655080 0.1 0.0 -1.8
C -0.265205 2.898345 -1.846059 0.1 -0.9 -0.1
H -1.839025 4.203515 -0.940556 0.0 -0.1 -0.1
C -0.325547 1.978701 -2.934503 -0.1 -0.1 0.4
C -1.644360 1.973399 -3.451852 -0.4 0.8 0.5
H -2.035582 1.495395 -4.343462 0.3 -0.1 0.0
H -3.350598 3.327538 -2.988033 0.2 -0.2 0.2
H 0.659667 3.122665 -1.294804 -0.6 -0.1 -0.1
H 0.477498 1.358686 -3.303784 0.2 0.0 0.1
C -1.384929 0.104371 3.733325 -0.3 1.1 -1.3
C -1.812196 0.615900 2.541931 0.6 -0.5 0.9
C -2.855505 -0.289563 1.910615 1.0 -1.9 1.3
H -1.421818 1.490724 2.028986 -0.2 0.1 0.3
C -2.804882 -1.499387 2.920924 0.2 1.0 0.2
C -1.994228 -1.194771 3.971068 -1.4 -0.7 -0.7
H -1.881644 -1.765840 4.890206 0.2 -0.1 -0.3
H -0.685987 0.580900 4.404572 0.1 0.0 0.0
H -3.837971 0.202584 2.145316 0.1 -0.1 -0.4
H -3.379256 -2.403064 2.693212 0.2 0.3 0.4
Ca -2.399370 0.662407 -1.022095 2.4 -0.5 -1.1
O 1.139029 -0.212260 -1.003686 -1.5 0.1 1.6
C 1.925701 0.514144 -0.008486 0.3 -0.9 -1.5
C 2.477318 -0.502023 -0.973791 1.3 0.7 0.1
H 2.107772 1.567566 -0.171781 -0.3 0.0 -0.2
H 1.766269 0.187809 1.019693 -0.1 0.2 -0.3
H 2.901580 -0.256769 -1.943823 0.5 0.7 0.2
H 4.171660 -2.159700 -2.313586 -0.2 0.0 0.0
C 4.009040 -2.471143 -1.287433 -0.7 0.6 0.4
C 3.130244 -1.726744 -0.458258 0.7 -1.8 1.1
C 3.017360 -2.165759 0.888626 0.2 -0.7 0.0
H 2.340273 -1.662639 1.597417 0.4 -0.3 -0.5
C 3.731193 -3.305227 1.351368 -0.4 0.2 -0.3
H 3.606488 -3.704392 2.371996 0.0 0.6 -0.5
C 4.541974 -4.037134 0.479726 -0.5 0.4 -0.1
H 5.027083 -4.960451 0.783779 0.0 0.2 0.1
C 4.657263 -3.608513 -0.836032 -0.1 -0.1 -0.1
H 5.190553 -4.215897 -1.554301 0.3 0.1 0.0
O -4.578740 3.854344 -0.953817 -0.6 -0.6 0.1
Cl -4.469881 2.435735 -0.623301 1.6 0.6 -0.6
O -3.134888 2.305374 0.170430 -2.7 0.1 0.3
O -4.185051 1.629586 -1.934970 -2.6 -0.2 2.6
O -2.623635 -0.715289 0.628604 -0.4 0.7 -0.3
```
Forces are in eV/Å.

charge	-1
HOMO level	-0.1213	Eh
E_LUMO	2.62	eV
calculated total energy	-60149.91051	eV
gap between HOMO and LUMO	0.2177	Eh
F_max	3.69	eV Å⁻¹

Atom charges from the Löwdin analysis, given in e for atoms 1 to 5:
1 C -0.289
2 C -0.213
3 C -0.193
4 H 0.078
5 C -0.228



No. 4
DFT (ωB97M-V/def2-TZVPD) results for a molecular structure, C18H18Cl3GeN4Ti.

Geometry as XYZ:
```
45
Properties=species:S:1:pos:R:3:forces:R:3
Ti -0.353604 0.371815 0.119821 -0.2 -0.1 0.1
C -0.356598 -2.619397 -0.170864 0.0 0.0 0.0
N 0.638905 -1.506041 -0.323680 0.0 -0.1 0.0
C 1.150863 -1.426151 -1.722434 0.0 0.0 0.0
C 0.131497 -0.770918 -2.614501 0.0 0.0 0.0
C 0.024492 -1.041825 -3.963447 0.0 0.0 0.0
C -0.873670 -0.304394 -4.722924 0.0 0.0 0.0
C -1.638483 0.675309 -4.108016 0.0 0.0 0.0
C -1.486275 0.878647 -2.751346 0.0 0.0 0.0
N -0.618686 0.169057 -2.015642 0.1 -0.1 0.0
C 1.768871 -1.661914 0.637171 0.0 0.0 0.0
C 1.326806 -1.255818 2.016471 0.0 0.0 -0.1
C 1.854289 -1.795496 3.171491 0.0 0.0 0.0
C 1.448318 -1.278850 4.394612 0.0 0.0 0.0
C 0.523309 -0.246267 4.421587 0.0 0.0 0.0
C 0.028940 0.230707 3.224223 0.0 0.0 0.0
N 0.422179 -0.262903 2.041152 0.0 -0.1 0.0
C -1.766187 -2.215849 0.216347 0.0 0.0 0.0
C -2.733885 -3.197894 0.353223 0.0 0.0 0.0
C -4.020109 -2.832911 0.709928 0.0 0.0 0.0
C -4.310804 -1.491429 0.921691 0.0 0.0 0.0
C -3.301296 -0.568697 0.767764 0.0 0.0 0.0
N -2.049188 -0.922260 0.421472 0.0 0.1 0.0
H -0.404130 -3.172113 -1.110655 0.0 0.0 0.0
H 0.018088 -3.314654 0.582309 0.0 0.0 0.0
H 2.047808 -0.802771 -1.713109 0.0 0.0 0.0
H 1.440442 -2.413082 -2.088642 0.0 0.0 0.0
H 0.639534 -1.808691 -4.414609 0.0 0.0 0.0
H -0.972687 -0.492006 -5.783621 0.0 0.0 0.0
H -2.342705 1.274565 -4.666522 0.0 0.0 0.0
H -2.063505 1.635176 -2.232349 0.0 0.0 0.0
H 2.161238 -2.680585 0.615993 0.0 0.0 0.0
H 2.571023 -0.991561 0.320680 0.0 0.0 0.0
H 2.577408 -2.597940 3.116377 0.0 0.0 0.0
H 1.851037 -1.679155 5.315295 0.0 0.0 0.0
H 0.186993 0.185709 5.352858 0.0 0.0 0.0
H -0.695155 1.036491 3.202806 0.0 0.0 0.0
H -2.478764 -4.235542 0.181491 0.0 0.0 0.0
H -4.789309 -3.585192 0.821963 0.0 0.0 0.0
H -5.302203 -1.165391 1.200813 0.0 0.0 0.0
H -3.478395 0.487805 0.921446 0.0 0.0 0.0
Cl -0.384031 4.009974 2.349045 0.0 0.0 0.0
Ge -0.930740 2.937640 0.601309 0.0 0.1 0.0
Cl -1.317691 4.367201 -0.920552 0.0 0.0 0.0
Cl 1.327977 1.990737 -0.156773 0.2 0.2 0.0
```
Forces are in eV/Å.

⟨S²⟩	0.754
charge	+2
multiplicity	2
HOMO level (spin up / spin down)	-0.5516 / -0.5693	Eh
E_LUMO (spin up / spin down)	-7.10 / -6.75	eV
calculated total energy	-142108.69473	eV
gap between HOMO and LUMO (spin up / spin down)	0.2908 / 0.3212	Eh
F_max	0.24	eV Å⁻¹

Atom charges from the Löwdin analysis, given in e for atoms 1 to 5:
1 Ti 0.624
2 C -0.055
3 N -0.235
4 C -0.093
5 C -0.243



No. 5
DFT (ωB97M-V/def2-TZVPD) results for a single C18H18ClN3O2 molecule.

Geometry as XYZ:
```
42
Properties=species:S:1:pos:R:3:forces:R:3
O 1.977913 0.736952 -4.309896 0.0 0.1 -0.1
C 1.993230 0.327753 -3.171953 -0.1 0.0 0.1
N 2.103987 -1.023792 -2.918633 0.2 -0.3 -0.4
C 2.138520 -1.710388 -1.687380 -0.2 0.0 0.0
O 3.023747 -2.503103 -1.450859 0.3 -0.2 0.0
N 1.118840 -1.453252 -0.837506 -0.1 -0.1 0.1
C -0.119646 -0.780560 -1.155948 -0.5 0.0 -0.1
C -1.297797 -1.686765 -0.756023 0.1 0.3 -0.2
N -1.234272 -2.079610 0.632302 -0.1 -0.3 -0.2
C -1.736488 -1.246221 1.622706 -0.3 0.2 0.3
C -1.803214 -1.697634 2.947721 0.1 0.0 0.0
C -2.344048 -0.911462 3.942802 0.1 0.0 -0.1
C -2.848074 0.349259 3.666421 -0.1 0.1 -0.1
C -2.799529 0.791045 2.357467 0.0 -0.2 0.2
Cl -3.414436 2.360711 1.960777 -0.1 0.2 0.0
C -2.257101 0.021501 1.344443 0.0 -0.1 -0.1
C -0.006173 -2.811303 0.872033 0.4 0.1 0.1
C 1.202602 -1.933026 0.527719 0.1 -0.3 0.2
C 1.902755 1.222101 -1.985852 0.1 0.5 0.1
C 1.003857 2.285068 -2.018897 0.1 -0.2 -0.1
C 0.892203 3.134580 -0.933978 0.0 0.0 0.0
C 1.692876 2.942223 0.180546 0.0 0.0 0.0
C 2.619489 1.912275 0.199391 0.1 0.0 0.1
C 2.729167 1.052634 -0.879396 -0.1 0.0 -0.1
H 2.474852 -1.558127 -3.696767 0.0 0.1 0.1
H -0.168926 -0.570669 -2.223743 0.0 0.0 0.1
H -0.173690 0.163213 -0.600740 0.0 0.0 -0.1
H -2.246442 -1.193500 -0.964374 0.0 0.0 0.0
H -1.254883 -2.603827 -1.353581 0.0 0.1 0.0
H -1.450044 -2.684928 3.199078 0.0 -0.1 0.0
H -2.382657 -1.287689 4.953839 0.0 0.0 0.1
H -3.269917 0.966888 4.441804 -0.1 0.1 0.1
H -2.244938 0.432714 0.349096 0.0 0.0 -0.1
H 0.063679 -3.125306 1.910672 0.0 0.0 -0.1
H -0.007169 -3.701954 0.236682 0.0 0.0 0.1
H 2.131365 -2.495624 0.627939 -0.1 0.1 0.0
H 1.221088 -1.066153 1.201468 0.0 0.0 0.0
H 0.393087 2.424642 -2.898222 0.0 0.0 -0.1
H 0.182560 3.947755 -0.956725 -0.1 0.1 0.0
H 1.603297 3.602459 1.030179 0.0 0.1 0.1
H 3.261717 1.778534 1.057177 0.1 0.0 0.1
H 3.467571 0.264474 -0.866618 0.1 -0.1 0.0
```
Forces are in eV/Å.

HOMO level	-0.2985	Eh
E_LUMO	0.46	eV
calculated total energy	-40047.11527	eV
gap between HOMO and LUMO	0.3154	Eh
F_max	0.52	eV Å⁻¹
SMILES	O=C(NC(=O)N1CCN(c2cccc(Cl)c2)CC1)c1ccccc1

Atom charges from the Löwdin analysis, given in e for atoms 1 to 5:
1 O 0.100
2 C -0.439
3 N 0.183
4 C -0.523
5 O 0.078